# 1
Entry from the Open Molecules 2025 dataset: an isolated molecule of C5H9NO (ωB97M-V/def2-TZVPD).

Computed properties:
Gap between HOMO and LUMO, eV: 10.485
Structure (SMILES): C[C@H]1CC/C1=N\O

Structure (ORCA input):
```
! wB97M-V def2-TZVPD RIJCOSX def2/J DEFGRID3
* xyz 0 1
O 2.89 -0.58 0.58
N 1.69 -1.05 0.07
C -1.66 -1.13 0.17
C -0.68 1.24 -0.49
C -0.58 -0.32 -0.55
C 0.62 1.30 0.36
C 0.77 -0.18 0.10
H -2.50 -1.32 -0.51
H -1.58 1.62 0.00
H -0.58 1.73 -1.46
H -1.26 -2.10 0.48
H 3.49 -1.31 0.36
H 0.45 1.56 1.41
H 1.43 1.93 -0.02
H -2.05 -0.62 1.05
H -0.45 -0.75 -1.55
*
```

=====

# 2
Entry from the Open Molecules 2025 dataset: a structure of composition C5H5NO (ωB97M-V/def2-TZVPD).

Computed properties:
Gap between HOMO and LUMO, eV: 9.406

Structure (ORCA input):
```
! wB97M-V def2-TZVPD RIJCOSX def2/J DEFGRID3
* xyz 0 1
O 1.29 -1.14 2.27
N 1.13 1.91 0.17
C 0.07 -0.64 -0.12
C -1.37 -0.36 -0.24
C 0.40 1.21 -0.48
C -0.44 0.34 -1.19
C 1.22 -0.25 1.53
H -2.00 -1.11 -0.72
H 1.49 1.18 1.00
H -0.42 0.21 -2.27
H 0.51 -1.57 -0.46
H -1.88 0.23 0.52
*
```

=====

# 3
Entry from the Open Molecules 2025 dataset: a structure of composition C17H15IrN7 (ωB97M-V/def2-TZVPD).

Computed properties:
Gap between HOMO and LUMO (spin up / spin down), eV: 5.996 / 5.262

Structure (ORCA input):
```
! wB97M-V def2-TZVPD RIJCOSX def2/J DEFGRID3
* xyz 3 5
Ir 11.98 10.06 4.24
N 16.36 9.76 4.12
N 14.07 10.30 3.86
N 12.24 11.98 4.24
N 11.89 8.05 4.10
N 10.02 10.77 4.28
N 13.44 12.54 4.25
N 12.62 7.12 4.78
C 10.97 7.33 3.36
C 18.14 11.47 4.33
C 12.18 5.88 4.54
C 14.40 11.61 4.17
C 16.10 13.43 4.26
C 15.09 9.44 3.89
C 8.64 12.84 4.47
C 15.77 12.08 4.30
C 8.89 10.06 4.06
C 7.49 12.02 4.50
C 18.42 12.83 4.22
C 11.10 5.97 3.61
C 9.91 12.19 4.42
C 16.77 11.11 4.31
C 7.68 10.63 4.27
C 17.43 13.81 4.16
C 11.18 12.84 4.33
H 15.28 14.15 4.21
H 13.21 7.41 5.55
H 18.91 10.70 4.50
H 10.22 5.40 3.47
H 8.99 9.03 3.87
H 10.24 7.87 2.74
H 8.51 13.88 4.81
H 14.83 8.42 3.67
H 6.73 10.01 4.23
H 17.07 9.11 4.07
H 12.51 5.04 5.12
H 19.43 13.15 4.12
H 11.37 13.89 4.31
H 6.50 12.43 4.67
H 17.63 14.86 4.19
*
```

=====

# 4
Entry from the Open Molecules 2025 dataset: the ion C10H10NO3S with charge -1 (ωB97M-V/def2-TZVPD).

Computed properties:
Gap between HOMO and LUMO, eV: 7.548

Structure (ORCA input):
```
! wB97M-V def2-TZVPD RIJCOSX def2/J DEFGRID3
* xyz -1 1
S 3.15 -1.50 -0.01
O 3.29 1.89 0.29
O 3.92 -1.20 -1.25
O 4.06 -1.47 1.10
N 1.92 0.04 0.09
C -1.60 -0.39 1.13
C 0.98 3.56 -0.41
C 1.02 2.20 -0.60
C 0.61 -0.38 0.20
C -1.17 -1.75 -0.78
C 2.21 1.39 -0.02
C -0.25 0.03 1.21
C -3.57 -1.66 0.22
C 0.10 -1.21 -0.85
C -2.09 -1.31 0.11
H 0.06 4.02 -0.83
H -1.40 -2.54 -1.47
H -2.25 0.23 1.73
H -3.80 -1.58 1.31
H 1.53 4.17 0.22
H 0.13 0.62 2.02
H -4.07 -2.49 -0.18
H 0.82 -1.46 -1.62
H -3.95 -0.86 -0.37
H 0.34 1.67 -1.24
*
```

=====

# 5
Entry from the Open Molecules 2025 dataset: a structure of composition C23H24BrN2O5SV (ωB97M-V/def2-TZVPD).

Computed properties:
Gap between HOMO and LUMO (spin up / spin down), eV: 5.835 / 6.665

Structure (ORCA input):
```
! wB97M-V def2-TZVPD RIJCOSX def2/J DEFGRID3
* xyz -1 4
Br 5.78 -1.61 -0.05
V 0.45 -0.22 0.65
S -1.02 1.05 -1.91
O 1.15 -2.03 1.27
O -0.55 -0.23 -1.24
O 3.93 0.46 -1.81
O -0.37 1.69 0.83
O 2.18 0.34 -0.43
N -1.92 0.66 2.20
N -1.10 -0.46 2.01
C 0.56 -2.89 2.01
C -1.71 4.10 1.05
C -0.94 0.63 -3.68
C 3.15 -1.68 -1.18
C 2.02 -3.73 -1.79
C 1.31 -4.19 2.17
C 4.24 -3.82 -0.88
C -0.65 -2.72 2.66
C 3.11 -0.16 -1.13
C -4.16 4.21 2.33
C 2.03 -2.35 -1.67
C 3.12 -4.47 -1.39
C -2.41 5.30 1.10
C -1.45 1.68 1.55
C -2.23 2.95 1.63
C 4.24 -2.44 -0.79
C -1.42 -1.52 2.70
C -3.46 3.02 2.28
C -2.62 -1.49 3.61
C 0.36 2.22 -2.06
C -0.04 1.64 -4.38
C 1.07 1.95 -3.37
C -3.64 5.36 1.74
H -2.00 6.19 0.64
H 1.16 -1.76 -1.93
H -0.75 4.04 0.56
H -0.60 2.55 -4.61
H 1.68 2.81 -3.68
H 2.26 -3.97 2.68
H -2.51 -0.70 4.36
H -1.95 0.56 -4.08
H -5.12 4.25 2.83
H 1.75 1.11 -3.25
H 3.11 -5.55 -1.47
H -1.01 -3.55 3.26
H 0.76 -4.93 2.75
H 0.34 1.23 -5.32
H -0.13 3.20 -2.04
H -2.75 -2.45 4.10
H 1.57 -4.59 1.19
H -3.85 2.12 2.73
H -4.19 6.29 1.78
H 1.14 -4.23 -2.17
H -3.52 -1.24 3.04
H 0.99 2.11 -1.18
H 5.10 -4.39 -0.55
H -0.49 -0.37 -3.67
*
```

=====

# 6
Entry from the Open Molecules 2025 dataset: an isolated molecule of CH4N2 (ωB97M-V/def2-TZVPD).

Computed properties:
Gap between HOMO and LUMO, eV: 10.750
Structure (SMILES): [H]/N=C\N

Structure (ORCA input):
```
! wB97M-V def2-TZVPD RIJCOSX def2/J DEFGRID3
* xyz 0 1
N 0.89 -0.36 -0.05
N -1.42 -0.31 -0.01
C -0.40 0.46 0.05
H -1.33 -1.23 -0.08
H 1.29 0.15 -0.77
H 1.43 -0.31 0.87
H -0.46 1.62 0.00
*
```

=====

# 7
Entry from the Open Molecules 2025 dataset: a structure of composition C10H5F3IrN2O7S2 (ωB97M-V/def2-TZVPD).

Computed properties:
Gap between HOMO and LUMO, eV: 6.659

Structure (ORCA input):
```
! wB97M-V def2-TZVPD RIJCOSX def2/J DEFGRID3
* xyz -1 1
Ir 0.71 -0.21 -0.58
S -1.78 -3.93 -1.18
S -1.00 -1.15 -1.80
F 3.93 -3.40 -1.66
F 3.71 -2.24 -3.47
F 4.84 -1.44 -1.81
O -0.11 1.63 -0.86
O 1.98 -1.92 -0.52
O 2.02 1.16 0.73
O -0.38 -0.12 1.12
O 0.43 3.80 -0.98
O 2.06 -0.47 -2.14
O -1.11 1.50 2.41
N -4.10 -3.45 1.75
N -3.08 0.55 1.08
C 3.76 -2.17 -2.14
C 2.51 -1.50 -1.57
C -0.17 0.91 1.77
C 0.69 2.64 -0.71
C 1.25 1.41 1.91
C -1.86 -2.34 -0.76
C -3.47 -2.77 1.07
C -2.89 -0.51 0.65
C 2.07 2.32 -0.14
C -2.72 -1.85 0.26
H 2.45 3.18 0.40
H 2.75 2.05 -0.95
H 1.28 2.47 2.18
H 1.70 0.82 2.71
H -2.03 1.14 2.00
*
```

=====

# 8
Entry from the Open Molecules 2025 dataset: a structure of composition C13H26Cl2O3PtSi (ωB97M-V/def2-TZVPD).

Computed properties:
Gap between HOMO and LUMO (spin up / spin down), eV: 3.613 / 4.648

Structure (ORCA input):
```
! wB97M-V def2-TZVPD RIJCOSX def2/J DEFGRID3
* xyz -2 5
Pt 1.13 1.58 0.96
Cl 2.32 2.72 -0.38
Cl 2.53 -0.35 0.96
Si 0.02 0.04 3.80
O -1.77 -2.55 0.10
O -0.58 2.30 0.20
O -0.18 0.71 2.31
C 0.36 1.07 -2.95
C 1.57 -0.96 4.32
C -1.05 -0.64 -2.27
C 0.29 -1.13 -2.23
C -2.15 1.64 -2.87
C -2.21 -1.46 -2.03
C 2.62 -0.18 -2.85
C 0.85 2.35 -3.53
C -1.51 -1.05 4.11
C 1.16 -0.08 -2.66
C -1.00 0.73 -2.67
C 0.68 -2.49 -1.88
C 0.00 1.33 5.18
H -2.87 1.45 -2.07
H -1.21 1.78 0.75
H -1.84 2.69 -2.84
H 1.18 2.25 -4.59
H 2.94 0.18 -3.85
H 2.48 -0.38 4.14
H -1.48 -1.22 5.20
H -1.44 -2.13 0.91
H 0.05 3.11 -3.51
H 1.70 2.76 -2.95
H 0.91 1.94 5.15
H 3.17 0.38 -2.07
H -2.00 -2.15 -1.07
H 2.91 -1.23 -2.75
H 1.47 -1.18 5.36
H -1.41 -2.02 3.61
H -2.42 -2.04 -2.94
H -3.07 -0.83 -1.84
H 0.07 -2.80 -1.03
H 0.41 -3.19 -2.68
H -2.45 -0.60 3.82
H -0.90 1.94 5.21
H -2.67 1.45 -3.81
H 1.73 -2.57 -1.61
H 1.62 -1.90 3.73
H 0.04 0.73 6.10
*
```

=====

Maximum force: 0.013, 0.020, 0.074, 0.090, 0.004, 0.157, 0.008, 0.097 (hartree/bohr)
Molecular weight: 99.133, 95.101, 509.573, 224.261, 571.369, 44.057, 578.502, 524.418 (g/mol)